# 1
The following is a quantum chemistry calculation of the molecule C8H11BrO2S, from OMol25.

Structure (ORCA input):
```
! RIJCOSX wB97M-V def2-TZVPD def2/J DEFGRID3
* xyz 0 1
C -1.7179 -0.9662 2.9437
C -1.4613 -0.7658 1.5198
C -1.5890 -1.6629 0.5360
C -0.8927 -1.3203 -0.6723
Br -0.9151 -2.3371 -2.2002
C -0.2134 0.2913 -0.6236
C 0.7094 0.6842 -1.6688
C 1.0929 2.2543 -1.4725
C 1.9387 -0.2296 -1.6483
S -0.4167 0.6495 1.1219
O 0.8094 0.4310 1.8914
O -1.0434 1.8751 1.4976
H -1.0110 -0.2379 3.4507
H -1.4080 -2.0291 3.3422
H -2.7420 -0.8385 3.2584
H -2.0037 -2.6917 0.5673
H 0.2476 0.4759 -2.7204
H 1.8680 2.5281 -2.2264
H 1.6212 2.4140 -0.5373
H 0.1431 2.8655 -1.7265
H 1.7639 -1.1345 -2.2443
H 2.2858 -0.4786 -0.5320
H 2.9341 0.2233 -1.8564
*
```

Its gap between HOMO and LUMO (alpha / beta) is 0.26007 / 0.28686 Ha. The HOMO energy (alpha / beta) comes out at -8.250 / -8.889 eV. The structure (SMILES) is CC1=CC(Br)=C(C(C)C)S1(=O)=O.

# 2
The following is a quantum chemistry calculation of a 2-piece molecular cluster, C9H14 overall, from OMol25.

Structure (ORCA input):
```
! RIJCOSX wB97M-V def2-TZVPD def2/J DEFGRID3
* xyz 0 1
C 0.4993 -1.6829 1.2983
C -0.1114 -0.2984 1.2216
C 0.5189 0.7932 1.7743
C -0.0174 2.0775 1.6318
C -1.2515 2.2243 1.0412
C -1.9681 1.1027 0.6329
C -1.4120 -0.1561 0.7034
H 0.3577 -2.1932 0.3465
H 0.1372 -2.2753 2.1205
H 1.5834 -1.5658 1.3865
H 1.4608 0.6508 2.2911
H 0.5702 2.9133 1.9833
H -1.6812 3.2095 0.9261
H -3.0051 1.2119 0.3452
H -1.9443 -1.0308 0.3530
C 1.8221 -0.8199 -3.5245
C 0.9222 -1.9808 -3.0886
H 1.3480 0.1121 -3.2015
H 2.8165 -0.9192 -3.1407
H 1.7845 -0.7126 -4.6092
H 1.1949 -2.8889 -3.5922
H -0.1351 -1.7478 -3.2382
H 0.9477 -2.0603 -1.9978
*
```

Its gap between HOMO and LUMO is 0.36958 Ha. The HOMO energy comes out at -9.082 eV. The structure (SMILES) is Cc1ccccc1.CC.

# 3
The following is a quantum chemistry calculation of C14H23EuF3NP as an isolated structure, from OMol25.

Structure (ORCA input):
```
! RIJCOSX wB97M-V def2-TZVPD def2/J DEFGRID3
* xyz 0 8
C -2.5120 0.2703 -2.6257
C -2.2509 -0.9467 -1.9952
C -1.5500 -0.9985 -0.7693
C -1.0841 0.1843 -0.2163
C -1.2693 1.3887 -0.8852
C -2.0380 1.4521 -2.0638
C -1.3460 -2.3325 -0.1031
C -0.1613 -3.1636 -0.6701
N 1.1244 -2.5209 -0.6179
Eu -0.9493 1.0544 2.2092
C -0.6395 2.6551 -0.3217
P 1.0051 2.2317 0.4509
H -2.6008 -1.8899 -2.4333
H -2.1983 2.4409 -2.5099
H -3.1199 0.3049 -3.5333
H -1.3090 3.1541 0.4174
H -0.4310 3.3915 -1.1112
H -1.1981 -2.2193 0.9763
H -2.2548 -2.9435 -0.2539
H -0.0718 -4.0925 -0.0816
C 1.4847 3.8841 1.0757
C 1.9677 2.1787 -1.1025
H -0.3644 -3.4080 -1.7333
C 1.5645 -1.6858 -1.6846
C 2.0087 -2.7292 0.4908
H 0.1516 1.8072 4.3320
H 2.1944 -2.2374 -2.4040
H 0.6952 -1.3014 -2.2411
H 2.1763 -0.8454 -1.3062
H 2.7772 -3.4924 0.2698
H 2.5444 -1.7984 0.7474
H 1.4347 -3.0974 1.3537
H 1.9653 3.1930 -1.5376
H 2.9954 1.8707 -0.8527
H 1.5283 1.4564 -1.8094
H 1.5109 4.5923 0.2339
H 0.7873 4.2222 1.8589
H 2.4871 3.7781 1.5165
H 0.7855 1.7585 3.9589
F -1.0916 -0.9601 4.8834
C -1.3953 -1.0127 3.5333
F -0.6407 -2.1122 3.0727
F -2.7123 -1.4814 3.4821
*
```

Its gap between HOMO and LUMO (alpha / beta) is 0.23455 / 0.23562 Ha. The HOMO energy (alpha / beta) comes out at -7.022 / -7.024 eV. As for the expectation value of S²: 15.7622.

# 4
The following is a quantum chemistry calculation of C7H10N2 as an isolated structure, from OMol25.

Structure (ORCA input):
```
! RIJCOSX wB97M-V def2-TZVPD def2/J DEFGRID3
* xyz 0 1
C 0.4999 1.7783 0.1014
C 1.2362 0.4684 0.0784
C 0.6585 -0.6716 1.0395
C 0.9195 -1.4447 -0.2440
C -0.6963 -0.0030 -1.0439
C -1.6380 -0.7753 -0.0319
C -0.8699 1.1265 0.1502
H 0.4656 2.2130 -0.9214
H 0.7097 2.3000 1.1352
H 2.3365 0.4262 -0.0041
H 1.0397 -0.9178 2.0812
H 1.9247 -1.9360 -0.2976
H 0.0746 -2.2897 -0.2052
H -1.0521 0.3541 -2.0023
H -2.7008 -0.4233 0.0147
H -1.8072 -1.9913 -0.1134
H -1.6816 1.8058 0.1401
N 0.7795 -0.1789 -1.0674
N -0.7750 -0.1658 1.0495
*
```

Its gap between HOMO and LUMO is 0.33777 Ha. The HOMO energy comes out at -8.104 eV.